This record from OMol25 describes an isolated molecule of CH3NO at a distorted geometry. The level of theory is ωB97M-V with the def2-TZVPD basis set.

Its energy above the lowest of the compared OMol25 structures with the same formula, charge and spin is 66.5 kcal/mol. The net charge is 0.

```
6
Properties=species:S:1:pos:R:3:forces:R:3:lowdin_charge:R:1
C 0.749509 -0.084382 -0.050184 -3.092 -0.617 1.681 -0.051
H -1.298448 0.727145 -0.161340 -0.086 -0.764 0.141 0.062
H 0.571806 1.027876 0.210701 0.375 -1.700 -0.944 0.102
H 1.722123 -0.491819 -0.010013 1.008 -0.281 -0.174 0.042
N -0.233730 -0.958718 0.010288 0.394 4.236 -0.827 -0.024
O -1.511258 -0.220101 0.000548 1.400 -0.873 0.123 -0.132
```
Forces are in eV/Å.


This record from OMol25 describes a structure of composition Cl4FO16Sr at a distorted geometry. The level of theory is ωB97M-V with the def2-TZVPD basis set.

Its energy above the lowest of the compared OMol25 structures with the same formula, charge and spin is 15.3 kcal/mol. The net charge is -3.

```
22
Properties=species:S:1:pos:R:3:forces:R:3:lowdin_charge:R:1
Sr 15.496914 -10.243858 5.989711 2.118 0.953 -0.105 1.581
F 16.502432 -7.992968 5.141993 -1.167 -1.162 0.511 -0.795
Cl 19.314709 -9.963091 7.556107 0.293 0.207 1.125 0.646
O 20.114941 -11.150831 7.363516 -0.403 0.117 -0.770 -0.374
O 19.911288 -8.830602 6.889863 0.296 -0.135 0.141 -0.375
O 17.962712 -10.089281 7.042207 -0.223 -0.715 -0.141 -0.472
O 19.251416 -9.754142 8.991404 -0.155 0.442 -0.396 -0.383
Cl 15.083381 -11.100558 2.351539 -0.465 0.927 0.387 0.638
O 15.551383 -10.289072 1.260251 0.282 -0.280 -0.186 -0.365
O 13.742969 -10.645693 2.696422 0.024 -0.242 0.253 -0.402
O 15.062449 -12.485355 2.012267 -0.008 -0.401 -0.380 -0.347
O 15.946578 -10.908908 3.507076 -0.110 0.048 0.022 -0.479
Cl 14.917791 -10.459044 10.053230 0.093 -0.681 -1.587 0.643
O 13.675521 -10.564201 10.788863 -0.155 0.161 -0.207 -0.393
O 15.755441 -9.487876 10.689121 0.135 -0.187 0.112 -0.347
O 15.509598 -11.755975 9.891995 0.294 0.097 1.066 -0.343
O 14.665437 -10.030747 8.657244 -0.595 0.678 0.077 -0.496
Cl 16.497252 -14.041670 6.208096 0.907 -1.040 1.657 0.648
O 16.726853 -14.922445 5.088322 -0.554 0.310 -0.254 -0.371
O 17.770439 -13.594473 6.709236 -0.465 0.292 -0.325 -0.343
O 15.661965 -12.907154 5.835728 -0.121 0.546 -0.424 -0.486
O 15.800987 -14.758913 7.265249 -0.023 0.065 -0.576 -0.385
```
Forces are in eV/Å.


This record from OMol25 describes a cluster of 2 separate species, C2H4ClOP in total at a distorted geometry. The level of theory is ωB97M-V with the def2-TZVPD basis set.

Its energy above the lowest of the compared OMol25 structures with the same formula, charge and spin is 154.8 kcal/mol. The net charge is 0.

```
9
Properties=species:S:1:pos:R:3:forces:R:3:lowdin_charge:R:1
C -0.670051 0.248284 0.489428 -0.034 -2.148 -0.215 -0.764
C -0.528359 -1.079890 -0.278692 2.200 0.280 1.511 -0.172
O 2.509845 1.535536 0.439039 0.322 -0.018 0.332 -0.615
P -1.562067 0.751806 1.744180 -0.359 0.119 0.446 0.785
Cl 1.576805 1.705484 -0.779620 0.818 0.636 -0.882 0.747
H 0.067481 0.891274 0.060750 -0.376 0.703 0.150 -0.162
H -1.045163 -0.935294 -1.146283 -1.963 0.177 -2.438 0.019
H -0.877711 -2.023476 0.195182 0.535 0.823 -0.126 0.079
H 0.529220 -1.093724 -0.723986 -1.142 -0.571 1.222 0.082
```
Forces are in eV/Å.


This record from OMol25 describes a structure of composition C43H54CoN8OPS2. The level of theory is ωB97M-V with the def2-TZVPD basis set.

As for the expectation value of S²: 3.813. Its energy above the lowest of the compared OMol25 structures with the same formula, charge and spin is 0.0 kcal/mol. The net charge is -1. The spin multiplicity is 4.

```
110
Properties=species:S:1:pos:R:3:forces:R:3:mulliken_spin:R:1
Co 0.835731 0.333606 -0.293317 -0.220 -0.227 0.241 -0.065
S 2.723183 0.512514 1.011108 -0.103 -0.181 0.072 0.300
C 2.398656 2.089094 1.535038 0.139 0.134 -0.051 0.041
N 3.251204 2.596020 2.508564 -0.059 -0.106 -0.087 0.515
N 2.858081 3.701047 3.121221 0.075 0.071 0.053 0.306
C 1.578570 4.108951 3.532531 -0.125 0.063 0.016 -0.029
C 0.515093 3.219620 3.635092 -0.039 -0.014 0.038 0.042
C -0.728190 3.691132 4.022802 -0.010 -0.052 0.020 -0.033
C -0.913840 5.030987 4.335090 -0.047 0.020 0.010 0.069
C 0.161195 5.907348 4.265725 0.037 0.019 -0.005 -0.031
C 1.406555 5.452380 3.865420 -0.041 -0.066 -0.024 0.056
N 1.484104 2.883558 1.001486 -0.321 0.014 -0.331 0.151
N 0.746153 2.355924 0.021602 0.177 -0.001 0.090 0.492
C -0.196675 3.277231 -0.478804 0.006 0.019 0.035 -0.105
C -0.603636 3.199081 -1.814992 0.075 0.085 0.100 0.099
C -1.532875 4.098005 -2.313973 0.032 -0.050 -0.056 -0.057
C -2.084550 5.073954 -1.497016 -0.006 0.057 -0.037 0.088
C -1.677864 5.159103 -0.171661 -0.021 0.046 0.052 -0.054
C -0.735628 4.283931 0.336116 0.015 -0.167 -0.110 0.099
H 3.619408 4.184892 3.565499 0.124 0.021 0.052 -0.018
H 0.635244 2.170015 3.401637 -0.005 0.019 0.017 0.015
H -1.552853 2.990965 4.061767 -0.004 -0.010 0.007 0.003
H -1.891417 5.391008 4.628615 0.001 0.000 0.001 0.004
H 0.028190 6.954637 4.506639 -0.001 -0.003 0.005 -0.001
H 2.239651 6.140104 3.775752 0.013 -0.004 -0.005 -0.001
H -0.194874 2.436423 -2.460642 -0.007 -0.113 0.001 0.021
H -1.838803 4.010949 -3.349586 -0.011 0.003 0.010 0.000
H -2.828729 5.758138 -1.886494 0.007 0.000 0.001 0.006
H -2.107217 5.909596 0.481447 0.004 0.003 -0.003 -0.001
H -0.433632 4.344567 1.368252 0.061 -0.007 0.099 0.025
N -9.046755 2.511747 0.629770 0.039 -0.008 -0.002 0.024
C -7.941858 2.199770 0.534954 -0.199 0.049 0.014 -0.007
C -6.570780 1.812629 0.417278 0.117 -0.052 0.000 0.053
C -6.107369 0.662239 1.060432 -0.021 0.081 -0.042 -0.032
C -4.781189 0.298356 0.951183 0.079 0.007 -0.010 0.080
C -3.872513 1.061582 0.200805 -0.099 0.014 0.063 0.091
C -4.363386 2.205974 -0.447388 0.077 -0.018 -0.049 0.073
C -5.685444 2.581833 -0.343038 -0.028 -0.042 0.057 -0.022
C -2.464680 0.692734 0.068109 0.065 -0.082 -0.015 0.142
C -1.951213 0.535998 -1.250182 -0.022 0.049 0.019 -0.052
C -2.662229 0.474824 -2.462790 -0.002 -0.019 0.035 0.200
C -1.734070 0.148155 -3.459259 0.025 0.002 -0.029 -0.033
C -0.504336 0.021197 -2.827977 -0.004 0.048 -0.005 0.177
N -0.633023 0.273485 -1.503910 0.117 -0.082 -0.016 0.017
C -1.692304 0.400703 1.232953 -0.001 0.122 -0.010 -0.082
C -2.138033 0.361877 2.566822 -0.031 0.033 -0.006 0.215
C -1.036546 0.024864 3.360140 0.019 0.005 0.059 -0.037
C 0.040412 -0.101508 2.500312 0.032 -0.150 0.017 0.168
N -0.338532 0.126416 1.217407 -0.022 0.053 -0.245 0.027
H -6.795252 0.054039 1.633274 -0.021 0.008 -0.001 -0.001
H -4.431112 -0.604933 1.431854 0.006 -0.008 -0.004 0.003
H -3.672912 2.809928 -1.022883 -0.003 -0.019 0.004 0.003
H -6.040136 3.477470 -0.836326 -0.015 0.006 0.001 0.000
H -3.725574 0.599950 -2.580821 -0.048 0.019 0.017 0.003
H -1.926964 -0.003401 -4.510414 -0.004 -0.009 -0.008 0.009
H 0.453455 -0.229099 -3.250899 0.014 0.010 0.014 -0.010
H -3.140505 0.564149 2.904079 -0.013 -0.008 0.010 0.008
H -1.012437 -0.117713 4.429455 -0.001 -0.005 0.023 0.007
H 1.052697 -0.362331 2.750731 0.002 0.007 0.003 0.001
C 4.659743 0.895940 -2.057925 -0.040 0.068 -0.119 0.001
S 3.127174 1.761617 -1.717106 0.011 0.183 -0.231 0.013
C 3.016424 2.720979 -3.232281 0.091 -0.084 0.018 -0.001
O 2.060831 0.709862 -1.926318 -0.041 -0.009 0.129 0.017
H 4.493669 0.243199 -2.914368 0.013 0.003 -0.018 -0.001
H 4.901560 0.306411 -1.177020 -0.046 -0.013 0.039 0.000
H 5.447666 1.621401 -2.258526 0.020 0.009 0.025 0.000
H 3.820797 3.455077 -3.264976 0.024 -0.001 0.014 0.001
H 2.053958 3.228768 -3.202215 -0.013 -0.004 0.036 0.002
H 3.057384 2.047568 -4.087533 0.000 -0.007 -0.010 0.001
C -0.548675 -5.304234 -1.247161 0.027 -0.078 0.032 0.000
C -0.290047 -3.805446 -1.416310 -0.043 0.057 -0.037 -0.003
C -0.103171 -3.536584 -2.917098 0.002 -0.001 -0.027 0.009
C -1.549818 -3.024163 -0.986291 0.022 -0.008 0.031 -0.002
P 1.193095 -3.025278 -0.502268 -0.119 0.076 -0.120 0.000
N 1.157769 -1.508262 -0.501986 0.317 -0.033 0.112 0.008
C 1.235177 -3.840793 1.220999 -0.007 0.059 0.039 -0.006
C -0.180947 -3.726879 1.806912 0.010 0.013 0.013 0.007
C 1.677450 -5.303073 1.307782 0.031 -0.085 -0.062 0.001
C 2.159750 -3.010470 2.125662 -0.051 -0.003 -0.005 -0.020
C 2.768181 -3.601831 -1.414977 0.008 0.102 0.007 0.002
C 2.815691 -5.049650 -1.901944 -0.030 -0.102 -0.003 0.000
C 3.964378 -3.365555 -0.482393 0.016 0.011 0.008 0.004
C 2.974464 -2.658905 -2.610858 0.006 0.002 -0.013 0.002
H -1.374523 -5.588723 -1.907947 -0.019 -0.003 -0.011 0.000
H -0.850976 -5.562948 -0.232508 0.032 -0.026 -0.058 0.000
H 0.310724 -5.920842 -1.516949 -0.032 0.021 -0.003 0.000
H -1.037633 -3.780259 -3.430473 -0.025 0.001 -0.010 0.000
H 0.680923 -4.151867 -3.359937 -0.085 0.066 0.006 0.000
H 0.111538 -2.485442 -3.103186 -0.019 -0.009 0.005 -0.004
H -2.256250 -2.976897 -1.818510 -0.028 -0.027 -0.016 0.001
H -1.301535 -2.000846 -0.712545 0.010 0.067 -0.017 0.003
H -2.059617 -3.494298 -0.146456 0.019 0.000 0.039 0.000
H -0.879433 -4.420161 1.341232 0.020 0.048 0.029 0.001
H -0.575661 -2.715471 1.714462 -0.009 0.075 -0.001 0.002
H -0.137931 -3.973479 2.871785 -0.007 0.004 0.031 0.000
H 1.092782 -5.970040 0.675128 -0.004 0.014 0.012 0.000
H 1.553618 -5.641771 2.341869 -0.007 -0.007 0.033 0.000
H 2.731558 -5.430311 1.055710 -0.070 -0.018 0.012 0.000
H 2.069621 -1.952311 1.897691 0.001 0.030 -0.019 0.010
H 3.205673 -3.294502 2.029094 0.010 0.005 -0.017 0.000
H 1.872883 -3.160038 3.170335 -0.006 -0.019 0.030 -0.002
H 2.663100 -5.771776 -1.099092 0.015 0.022 -0.028 0.000
H 3.803289 -5.244408 -2.334457 0.030 -0.007 -0.006 0.000
H 2.079852 -5.248619 -2.680978 0.072 -0.027 0.059 0.000
H 4.033305 -4.112266 0.307694 0.010 0.041 -0.025 0.000
H 3.915705 -2.375774 -0.024489 -0.005 0.017 -0.013 -0.001
H 4.886587 -3.427784 -1.068766 0.028 -0.008 -0.016 0.000
H 2.302424 -2.873288 -3.439572 0.020 0.013 0.026 0.001
H 3.999828 -2.774751 -2.979137 0.043 -0.015 -0.014 0.000
H 2.809998 -1.626543 -2.300390 -0.008 0.010 0.011 -0.003
```
Forces are in eV/Å.


This record from OMol25 describes an isolated molecule of C14H18ClF3N2O4S at a distorted geometry. The level of theory is ωB97M-V with the def2-TZVPD basis set.

Its energy above the lowest of the compared OMol25 structures with the same formula, charge and spin is 323.5 kcal/mol. The net charge is 0.

```
43
Properties=species:S:1:pos:R:3:forces:R:3:lowdin_charge:R:1
C 0.940915 3.424997 -1.995991 2.143 0.468 -4.976 0.011
H -0.003419 3.912691 -2.180439 -0.022 0.286 -0.008 0.061
O 0.948294 2.088857 -2.823822 3.524 7.199 0.686 -0.159
C 0.036010 1.230788 -2.448312 -3.964 1.799 4.638 -0.274
C -1.497058 1.619821 -2.810834 5.752 6.708 5.919 -0.036
H -1.989273 0.840866 -2.963881 -4.520 -6.433 -2.851 0.017
H -1.592854 2.591470 -3.286306 0.041 -0.726 -1.343 0.120
C -2.013266 2.044553 -1.398850 -3.089 3.775 3.009 -0.220
N -2.071957 0.991301 -0.426168 -0.935 -2.721 -0.420 0.014
C -1.619694 1.015821 0.818168 5.892 3.017 2.221 -0.386
O -0.857379 1.974595 1.439036 -4.114 -2.905 -3.239 -0.123
C -1.470877 -0.302443 1.576252 -7.578 0.756 3.750 -0.178
N -0.965660 -1.380951 0.893939 9.319 1.110 3.077 -0.289
S -1.603456 -2.477048 0.077137 -4.380 0.398 -9.766 0.702
O -0.625097 -3.079505 -0.957711 -3.452 1.705 4.045 -0.350
O -2.704486 -1.552562 -0.566991 1.668 -3.613 1.001 -0.396
C -2.680077 -3.576140 0.999520 17.107 -1.175 5.185 -0.109
H -2.326959 -3.380967 2.110937 -1.310 -0.158 -2.049 0.117
H -3.536776 -3.643084 0.861655 -14.021 0.126 -2.766 -0.079
H -2.213239 -4.588475 0.853921 -0.568 0.773 -0.080 0.072
C 0.589505 -1.397707 1.089678 0.865 0.199 1.688 -0.098
C 1.353732 -0.106349 1.322212 -4.882 -3.769 -3.297 0.108
C 2.722802 -0.271147 1.314914 -5.387 7.094 -0.316 -0.241
C 3.360155 -1.350670 1.444128 3.228 -11.210 -1.452 -0.028
C 2.842736 -2.790232 1.228328 -7.022 8.147 1.970 0.127
C 1.216278 -2.680895 1.338657 5.554 3.474 -1.871 -0.606
Cl 0.286848 -4.009531 1.475364 -0.512 -2.668 0.958 0.857
H 3.246376 -3.683254 1.506541 1.518 -2.127 0.404 0.042
H 4.406600 -1.334101 1.363470 1.379 0.277 0.314 0.107
C 3.343227 1.068627 1.278638 5.441 -0.062 -1.300 -0.420
F 4.723442 0.867350 0.687067 -2.649 0.561 1.025 -0.016
F 2.831995 2.033947 0.476675 0.098 -1.248 1.842 0.154
F 3.632942 1.443140 2.536252 -0.743 1.011 -0.858 0.161
H 0.697259 0.801029 1.032978 1.756 -0.981 1.134 0.121
H -2.707392 -0.581916 1.613632 2.899 0.578 0.441 0.188
H -1.185530 -0.216414 2.787079 -0.294 0.021 -3.773 0.211
H -2.478550 0.022031 -0.824988 1.105 1.901 1.719 0.143
H -3.181380 2.520489 -1.288653 2.793 -1.210 -1.316 0.174
H -1.498163 2.896921 -0.788753 -0.151 -1.354 -1.767 0.127
H 0.459888 0.466040 -2.884289 0.611 -5.351 -2.251 0.074
H 0.126411 1.064314 -1.253958 -0.459 0.032 -2.361 0.152
H 1.901317 4.182248 -2.202282 -2.581 -2.205 -0.692 0.148
H 1.155813 3.301492 -1.023952 -0.058 -1.500 3.725 0.001
```
Forces are in eV/Å.


This record from OMol25 describes the ion CH6N3S2 with charge +1 at a distorted geometry. The level of theory is ωB97M-V with the def2-TZVPD basis set.

Its energy above the lowest of the compared OMol25 structures with the same formula, charge and spin is 34.8 kcal/mol. The net charge is +1.

```
12
Properties=species:S:1:pos:R:3:forces:R:3:lowdin_charge:R:1
C 0.910259 0.322021 -0.016489 -0.603 0.559 4.355 -0.687
N 1.316897 1.083029 1.119146 0.181 -0.791 -2.122 0.075
N -0.304140 -0.278772 0.099933 1.194 2.201 0.768 -0.549
N -0.772310 -0.984119 -0.944472 3.501 -2.654 -0.374 0.026
S 2.016389 0.103431 -1.269278 0.618 0.147 -0.757 1.001
S -1.127982 -0.215735 1.618796 0.253 -2.188 0.340 0.935
H 1.133640 0.885286 2.088978 -1.508 -0.773 -0.141 0.076
H 2.233620 1.478137 1.211204 0.713 0.128 -1.381 0.102
H 1.352280 -0.806424 -2.022254 -0.236 0.437 0.334 -0.073
H -0.408421 -1.950142 -0.846082 -1.182 0.618 -0.502 0.138
H -1.681900 -0.865270 -1.242511 -2.235 0.427 -0.233 0.088
H -1.558735 0.984152 1.513054 -0.696 1.890 -0.287 -0.131
```
Forces are in eV/Å.


Number 1: E_tot -4620.53597 eV, molecular weight 45.04 g mol⁻¹. Number 2: E_tot -86377.46870 eV, molecular weight 504.41 g mol⁻¹. Number 3: E_tot -25991.20936 eV, molecular weight 110.48 g mol⁻¹. Number 4: E_tot -128020.87347 eV, molecular weight 853.00 g mol⁻¹. Number 5: E_tot -57476.73220 eV, molecular weight 402.82 g mol⁻¹. Number 6: E_tot -27266.54865 eV, molecular weight 124.21 g mol⁻¹.